No. 1
Density functional theory data (the ωB97M-V functional and the def2-TZVPD basis) for a molecular structure, C37H34Cl5F3O3PPdSb at a distorted geometry.

XYZ file:
```
85
Properties=species:S:1:pos:R:3:mulliken_charge:R:1
Pd 0.08805 -0.62814 0.00794 -0.427
Cl -0.68121 1.12843 2.64495 -0.019
C -0.91759 -0.61458 2.82062 0.982
C -0.80101 -1.44751 1.69194 -1.420
C -1.06366 -2.79654 1.77184 0.772
Cl -1.01536 -3.79549 0.38437 -0.114
C -1.34798 -3.36548 3.04278 0.393
Cl -1.83152 -4.98776 3.16091 -0.156
C -1.42279 -2.56007 4.21197 -0.095
Cl -1.82036 -3.23785 5.76319 -0.136
C -1.19528 -1.16923 4.08384 0.322
Cl -1.25804 -0.13834 5.46790 -0.151
C 0.24606 -1.27624 -1.98763 -1.825
C 1.59760 -1.20204 -2.54558 0.787
C 2.07214 0.05285 -3.01993 -0.476
C 3.37992 0.19833 -3.45925 -0.407
C 4.23808 -0.91178 -3.50131 -0.612
C 3.74767 -2.14293 -3.07910 -0.557
C 2.44836 -2.31133 -2.64266 -0.288
H -0.15408 -2.28097 -1.78909 0.581
H -0.48699 -0.69066 -2.54482 0.755
H 1.36537 0.86062 -3.13723 0.332
H 3.76816 1.18716 -3.72774 0.423
H 5.25608 -0.85957 -3.91087 0.432
H 4.38306 -3.00839 -3.10803 0.474
H 2.03179 -3.28794 -2.48525 0.532
C 5.49796 0.29869 -0.05293 -1.260
C 4.02613 0.66122 0.09795 0.098
O 3.24416 -0.58971 0.06821 -0.107
P 2.01479 -1.16530 0.92146 0.220
O 2.15121 -2.73323 0.73088 0.226
C 3.08078 -3.74335 1.21408 -0.179
C 2.40716 -5.07454 1.03057 -1.032
O 2.28171 -0.93796 2.46505 -0.144
C 2.62701 0.18409 3.33957 0.067
C 3.82553 -0.22543 4.17459 -1.388
H 6.10235 1.19129 -0.31403 0.398
H 5.63607 -0.48270 -0.83395 0.232
H 5.94232 -0.09016 0.89838 0.297
H 3.68716 1.24297 -0.75490 0.242
H 3.81620 1.22259 1.03313 0.205
H 3.30765 -3.58115 2.26966 0.282
H 4.00347 -3.71312 0.62541 0.250
H 1.50937 -5.12759 1.67885 0.183
H 3.04207 -5.90898 1.31940 0.449
H 2.09262 -5.19013 -0.02496 0.214
H 1.75724 0.41984 3.98395 0.230
H 2.82726 1.04308 2.67014 0.247
H 3.51761 -0.89223 4.99742 0.364
H 4.31371 0.67091 4.58162 0.392
H 4.58032 -0.79027 3.60104 0.302
F -4.66164 6.68461 1.34176 -0.220
C -3.97451 5.58124 1.01002 0.424
C -4.51701 4.74132 0.04181 -0.749
C -3.75335 3.66265 -0.35744 -0.023
C -2.51581 3.38219 0.21985 -0.049
C -2.03347 4.22946 1.20122 -0.444
C -2.73655 5.35780 1.59872 -0.600
Sb -1.50960 1.52546 -0.33719 1.244
C -1.68835 1.94914 -2.47660 0.543
C -2.62355 1.36083 -3.31728 -0.299
C -2.62583 1.63908 -4.69404 -0.652
C -1.68670 2.55087 -5.16387 0.197
F -1.66199 2.82884 -6.48496 -0.309
C -0.81960 3.26722 -4.32992 -0.609
C -0.84690 2.94944 -2.96711 -0.788
C -3.39578 0.48445 -0.11303 0.607
C -4.19960 0.74623 0.97608 -0.363
C -5.18940 -0.14936 1.37038 -0.930
C -5.38742 -1.26773 0.60040 0.250
F -6.35044 -2.15658 0.92899 -0.316
C -4.59406 -1.57796 -0.50240 -0.892
C -3.52921 -0.74605 -0.77589 -0.243
H -5.46170 4.91233 -0.43920 0.522
H -4.17470 2.98208 -1.08313 0.444
H -1.04513 4.07388 1.62292 0.405
H -2.38634 5.99621 2.41407 0.473
H -3.34739 0.67590 -2.89862 0.503
H -3.30156 1.13591 -5.36469 0.504
H -0.15133 4.00402 -4.72615 0.520
H -0.26490 3.58610 -2.28178 0.370
H -4.06733 1.64267 1.58071 0.407
H -5.81000 0.05122 2.23914 0.516
H -4.77957 -2.47786 -1.10260 0.466
H -2.82762 -1.02899 -1.56452 0.207
```

The calculation puts the HOMO-LUMO gap (alpha / beta) at 6.73 / 3.38 eV. The spin multiplicity is 5. As for the net charge: +2. Its LUMO energy (alpha / beta) is -5.63 / -10.15 eV.



No. 2
Density functional theory data (the ωB97M-V functional and the def2-TZVPD basis) for 2 unconnected molecules or ions with the total composition C7H10NPS2 at a distorted geometry.

XYZ file:
```
21
Properties=species:S:1:pos:R:3:mulliken_charge:R:1
C 2.66516 0.87981 -0.29137 -0.175
C 1.81568 1.25019 -1.31793 -0.591
C 2.53120 -0.28469 0.40371 -0.436
C 0.67619 0.55330 -1.43967 -0.263
C 1.35188 -1.02192 0.24403 -0.220
C 0.35637 -0.57348 -0.62489 0.601
C -0.97825 -1.25938 -0.85171 -1.043
N -0.71783 0.51226 2.39963 -0.575
P -2.26337 -0.55466 0.22308 0.494
S -3.57159 -1.87206 0.71011 -0.325
S -3.13014 1.15734 -0.66529 -0.271
H 3.49890 1.63964 0.09933 0.197
H 2.00944 2.01392 -2.03826 0.413
H 3.21417 -0.61327 1.28287 0.250
H -0.06945 0.78520 -2.27674 0.153
H 1.19994 -1.99912 0.73207 0.259
H -1.27493 -1.12205 -1.86573 0.524
H -0.90354 -2.29005 -0.47356 0.391
H -1.32445 1.44903 2.43599 0.188
H -1.31607 -0.18613 2.77836 0.242
H -3.76929 1.53613 0.53596 0.187
```

For the energy relative to the best compared isomer or geometry (same formula, charge and spin), the calculation gives 73.5 kcal per mole. The calculation puts the HOMO-LUMO gap (alpha / beta) at 6.60 / 6.60 eV. The spin multiplicity is 1. As for the net charge: 0. Its LUMO energy (alpha / beta) is -1.79 / -1.79 eV.



no.,E_tot (eV)
1,-135114.1460
2,-39867.5444